1.
{
  "formula": "CF2IO3S",
  "method": "ωB97M-V/def2-TZVPD",
  "elements": ["C", "O", "O", "O", "F", "F", "S", "I"],
  "positions_angstrom": [[0.4846, -0.5168, -0.3300], [-2.1368, 0.0455, -0.4229], [-1.1126, 0.1796, 1.7965], [-0.5662, 1.8305, 0.0737], [0.3005, -1.8252, 0.0542], [3.3265, 0.1984, -1.6606], [-1.0099, 0.5248, 0.4083], [2.2236, 0.1642, 0.3817]],
  "e_lumo_ev": [1.89, 1.40],
  "multiplicity": 1,
  "total_charge": -1,
  "orbital_gap_ev": [7.9585, 7.4364],
  "relative_energy_kj_mol": 330.34
}

2.
{
  "formula": "C4H6Br4",
  "method": "ωB97M-V/def2-TZVPD",
  "elements": ["C", "C", "C", "C", "Br", "Br", "Br", "Br", "H", "H", "H", "H", "H", "H"],
  "positions_angstrom": [[-0.3888, 1.7075, 1.0015], [0.3674, -1.7062, -0.9706], [-0.2915, -0.8091, 0.0671], [0.1999, 1.0653, -0.1782], [-0.2526, -3.5532, -0.6960], [0.3763, -1.4121, 1.7855], [-0.7177, 1.6458, -1.7437], [2.0428, 1.2356, -0.2039], [-0.2002, 1.1674, 2.0157], [0.1511, 2.7223, 1.1262], [-1.4461, 1.8074, 0.8352], [0.0812, -1.3734, -2.0514], [1.4185, -1.4931, -0.9116], [-1.3403, -1.0042, -0.0758]],
  "e_lumo_ev": 0.39,
  "multiplicity": 1,
  "orbital_gap_ev": 10.2403,
  "relative_energy_kj_mol": 186.31
}